(1)
Density functional theory data (the ωB97M-V functional and the def2-TZVPD basis) for 3 unconnected molecules or ions with the total composition C23H46ClN2O5.

Element x y z (Å)
C  0.375  -2.581  7.307
C  -1.144  -2.118  7.832
O  -1.191  -0.904  8.438
O  -2.344  -2.995  7.670
C  -3.248  -2.385  6.651
C  -3.165  -3.310  5.294
C  -3.276  -2.368  3.956
C  -2.251  -1.087  3.773
N  -1.551  -1.303  2.579
C  -0.585  -0.181  2.244
C  -0.331  0.052  0.641
C  -0.985  1.423  0.024
O  -0.751  1.664  -1.292
O  -1.804  2.410  0.744
C  -1.895  -2.594  1.868
N  -0.978  -3.714  2.390
C  -3.366  -3.062  2.473
O  -4.293  -2.391  1.508
Cl  -3.888  -4.834  2.305
H  0.298  -3.711  6.978
H  0.763  -1.921  6.415
H  1.180  -2.464  8.172
H  -2.892  -1.279  6.493
H  -4.372  -2.330  7.048
H  -2.198  -3.978  5.348
H  -4.140  -3.999  5.299
H  -4.325  -1.804  4.038
H  -2.065  -0.141  4.445
H  -1.061  0.821  2.677
H  0.457  -0.287  2.816
H  -0.752  -0.850  -0.013
H  0.840  0.105  0.448
H  -2.603  1.984  1.175
H  -1.755  -2.680  0.708
H  -1.098  -4.581  1.815
H  0.036  -3.427  2.303
H  -5.239  -2.442  1.840
C  3.881  -3.606  -2.972
C  3.703  -2.139  -2.610
C  2.396  -1.862  -1.860
C  1.117  -2.171  -2.647
C  0.982  -1.428  -3.979
C  0.918  0.082  -3.816
H  3.090  -3.955  -3.643
H  4.837  -3.754  -3.483
H  3.873  -4.233  -2.075
H  3.766  -1.526  -3.511
H  4.540  -1.835  -1.970
H  2.387  -0.813  -1.544
H  2.383  -2.453  -0.934
H  0.253  -1.928  -2.014
H  1.054  -3.248  -2.837
H  0.063  -1.765  -4.474
H  1.805  -1.691  -4.651
H  0.068  0.370  -3.189
H  0.797  0.562  -4.792
H  1.831  0.479  -3.363
C  -1.104  4.677  -2.684
C  -0.275  4.202  -3.869
C  1.167  3.854  -3.490
C  1.998  5.022  -2.947
C  2.108  6.228  -3.886
C  2.807  5.901  -5.196
H  -0.696  5.594  -2.248
H  -2.128  4.890  -3.002
H  -1.141  3.911  -1.903
H  -0.293  4.957  -4.658
H  -0.750  3.306  -4.288
H  1.667  3.425  -4.365
H  1.155  3.057  -2.733
H  3.006  4.655  -2.720
H  1.579  5.358  -1.992
H  2.675  7.016  -3.374
H  1.118  6.647  -4.090
H  3.820  5.529  -5.014
H  2.881  6.799  -5.817
H  2.259  5.147  -5.769

Forces on atoms 1 to 2 (eV/Å):
-0.655 -1.074 0.275
0.792 5.835 3.036

Calculated values
**Total charge**: +1
**2S+1**: 1
**Energy above the lowest of the compared OMol25 structures with the same formula, charge and spin**: 101.39 kcal per mole

(2)
Density functional theory data (the ωB97M-V functional and the def2-TZVPD basis) for a molecular structure, C23H46F3InNO5.

Element x y z (Å)
N  -1.016  -2.002  0.987
In  -1.205  -3.937  0.093
C  0.132  -3.918  -1.751
C  -0.631  -3.138  -2.856
C  0.262  -2.533  -3.958
O  0.618  -1.185  -3.593
C  -3.306  -4.495  -0.482
C  -4.045  -3.489  -1.383
C  -4.702  -2.390  -0.615
F  -6.065  -2.253  -0.765
C  -4.097  -1.510  0.234
F  -4.245  -1.587  1.525
F  -3.359  -0.507  -0.170
H  -0.049  -1.874  1.280
H  -1.128  -1.308  0.246
H  -0.605  -5.199  1.212
H  1.100  -3.460  -1.520
H  0.274  -4.956  -2.068
H  -1.162  -2.315  -2.352
H  -1.403  -3.816  -3.243
H  1.157  -3.121  -4.145
H  -0.363  -2.447  -4.865
H  -0.225  -0.717  -3.544
H  -3.876  -4.763  0.414
H  -3.225  -5.427  -1.062
H  -4.858  -4.015  -1.909
H  -3.421  -3.064  -2.180
C  -2.980  1.826  2.307
C  -3.648  3.089  1.781
C  -2.719  4.175  2.303
O  -1.411  3.602  2.364
C  -1.508  2.178  2.185
H  -3.246  0.928  1.758
H  -3.244  1.676  3.357
H  -3.641  3.084  0.688
H  -4.678  3.214  2.114
H  -3.002  4.486  3.316
H  -2.700  5.059  1.662
H  -1.123  1.934  1.190
H  -0.891  1.674  2.928
C  -1.452  -9.276  -2.646
C  -0.721  -9.729  -1.392
C  0.510  -8.839  -1.413
O  0.127  -7.616  -2.043
C  -1.158  -7.783  -2.654
H  -2.519  -9.499  -2.639
H  -1.010  -9.751  -3.527
H  -1.327  -9.509  -0.509
H  -0.478  -10.792  -1.382
H  1.315  -9.289  -2.007
H  0.893  -8.626  -0.414
H  -1.892  -7.232  -2.057
H  -1.142  -7.362  -3.660
C  1.029  6.388  2.601
C  2.425  6.972  2.768
C  2.699  6.716  4.243
O  1.990  5.524  4.589
C  1.085  5.183  3.525
H  0.783  6.123  1.574
H  0.280  7.101  2.959
H  3.133  6.416  2.152
H  2.495  8.028  2.500
H  2.317  7.533  4.868
H  3.762  6.583  4.458
H  1.485  4.306  3.007
H  0.113  4.925  3.939
C  5.330  6.023  -1.695
C  6.413  5.778  -0.654
C  5.674  6.083  0.640
O  4.302  5.742  0.421
C  4.089  5.516  -0.978
H  5.509  5.518  -2.643
H  5.239  7.095  -1.891
H  6.716  4.728  -0.674
H  7.303  6.392  -0.790
H  5.725  7.150  0.885
H  6.059  5.514  1.488
H  3.955  4.440  -1.131
H  3.180  6.028  -1.295

Forces on atoms 1 to 2 (eV/Å):
-0.154 0.276 -0.188
0.583 -0.671 -0.078

Calculated values
**Total charge**: -1
**2S+1**: 1
**Total energy**: -1824.41143 Ha

(3)
Density functional theory data (the ωB97M-V functional and the def2-TZVPD basis) for 4 unconnected molecules or ions with the total composition C23H47BNO9S4.

Element x y z (Å)
C  5.405  1.723  2.688
C  5.030  0.480  2.296
C  3.840  0.310  1.442
O  3.496  1.150  0.642
O  3.209  -0.873  1.602
C  2.349  -1.266  0.523
C  0.875  -0.987  0.839
C  0.046  -2.251  1.145
C  -0.683  -2.217  2.485
C  -1.724  -1.063  2.557
C  -3.100  -1.679  2.723
S  -4.420  -0.453  3.022
B  -3.984  1.274  2.220
O  -4.266  2.297  3.079
N  -3.495  1.462  0.933
C  -3.575  0.340  -0.009
C  -2.169  2.142  0.914
H  6.404  2.121  2.538
H  4.695  2.412  3.138
H  5.547  -0.412  2.639
H  2.652  -0.851  -0.433
H  2.457  -2.349  0.448
H  0.415  -0.465  0.003
H  0.864  -0.354  1.729
H  0.657  -3.157  1.127
H  -0.681  -2.381  0.338
H  0.015  -2.171  3.321
H  -1.217  -3.169  2.579
H  -1.453  -0.424  3.399
H  -1.649  -0.518  1.619
H  -3.349  -2.207  1.802
H  -3.124  -2.394  3.542
H  -5.451  -0.912  2.298
H  -3.584  2.504  3.730
H  -3.192  0.660  -0.975
H  -2.986  -0.534  0.275
H  -4.608  0.033  -0.180
H  -2.290  3.210  1.080
H  -1.711  2.007  -0.061
H  -1.498  1.789  1.697
C  5.151  -4.410  -2.336
C  5.192  -3.744  -3.718
C  3.741  -3.577  -4.189
S  2.747  -3.427  -2.698
O  1.865  -4.566  -2.606
O  2.226  -2.085  -2.595
C  4.094  -3.652  -1.539
H  6.119  -4.376  -1.841
H  4.861  -5.458  -2.437
H  5.670  -2.767  -3.639
H  5.767  -4.332  -4.432
H  3.599  -2.683  -4.791
H  3.387  -4.451  -4.731
H  3.731  -4.192  -0.667
H  4.447  -2.663  -1.249
C  -2.158  7.919  2.504
C  -0.831  8.400  1.901
C  -0.007  7.153  1.552
S  -1.195  5.849  1.212
O  -1.058  4.822  2.223
O  -1.177  5.506  -0.186
C  -2.659  6.812  1.580
H  -2.883  8.726  2.585
H  -1.986  7.518  3.505
H  -1.029  8.976  0.996
H  -0.287  9.046  2.587
H  0.611  7.295  0.669
H  0.609  6.826  2.387
H  -3.409  6.168  2.033
H  -3.028  7.215  0.637
C  -0.770  -3.751  -3.594
C  -2.221  -4.178  -3.333
C  -2.831  -3.151  -2.370
S  -1.954  -1.609  -2.674
O  -1.213  -1.255  -1.481
O  -2.847  -0.653  -3.278
C  -0.818  -2.255  -3.887
H  -0.329  -4.302  -4.423
H  -0.160  -3.938  -2.709
H  -2.780  -4.180  -4.271
H  -2.278  -5.183  -2.918
H  -3.891  -2.987  -2.549
H  -2.667  -3.426  -1.329
H  0.143  -1.754  -3.781
H  -1.245  -2.051  -4.869

Forces on atoms 1 to 2 (eV/Å):
-0.024 -0.205 -0.203
-0.146 0.527 0.557

Calculated values
**Total charge**: +1
**2S+1**: 1
**Energy above the lowest of the compared OMol25 structures with the same formula, charge and spin**: 13.97 kcal per mole

(4)
Density functional theory data (the ωB97M-V functional and the def2-TZVPD basis) for a molecular structure, C23H47GeIrN6O5.

Element x y z (Å)
Ir  0.106  -0.354  0.641
C  -3.611  -1.683  -1.327
C  -2.137  -1.364  -1.495
C  -1.317  -2.600  -1.796
C  -1.917  -0.235  -2.478
O  -1.690  -0.823  -0.138
Ge  -2.553  -1.407  1.466
O  -1.934  -3.023  1.593
C  -2.606  -4.112  2.363
C  -3.818  -4.554  1.568
C  -2.979  -3.564  3.727
C  -1.549  -5.201  2.452
O  -1.186  -0.317  2.235
C  -1.703  0.943  2.913
C  -2.594  0.451  4.037
C  -2.481  1.760  1.898
C  -0.504  1.697  3.452
H  -4.023  -2.001  -2.286
H  -4.182  -0.809  -1.004
H  -3.770  -2.522  -0.642
H  -1.665  -3.041  -2.731
H  -1.432  -3.345  -1.008
H  -0.261  -2.361  -1.916
H  -2.264  -0.548  -3.463
H  -0.856  0.001  -2.566
H  -2.482  0.653  -2.190
H  -4.550  -3.744  1.486
H  -4.310  -5.384  2.073
H  -3.533  -4.888  0.570
H  -3.727  -2.765  3.633
H  -2.101  -3.185  4.254
H  -3.433  -4.341  4.341
H  -1.261  -5.543  1.459
H  -1.960  -6.050  2.998
H  -0.668  -4.845  2.986
H  -3.495  -0.047  3.660
H  -2.940  1.301  4.626
H  -2.059  -0.229  4.699
H  -3.357  1.224  1.521
H  -1.863  2.049  1.046
H  -2.849  2.671  2.368
H  -0.050  1.191  4.302
H  -0.829  2.678  3.799
H  0.259  1.851  2.685
N  0.689  2.066  -0.138
C  1.451  2.138  -1.322
C  0.771  2.794  -2.499
C  1.510  2.957  -3.835
C  2.710  3.911  -3.796
N  3.366  4.025  -5.097
C  3.348  5.091  -5.915
N  4.257  5.189  -6.873
N  2.434  6.047  -5.772
C  1.811  0.279  -1.836
O  2.578  0.345  -2.725
O  1.211  -0.526  -1.124
H  -0.227  2.496  -0.231
H  1.173  2.434  0.677
H  2.502  2.354  -1.148
H  0.499  3.792  -2.121
H  -0.185  2.291  -2.677
H  0.776  3.337  -4.547
H  1.829  1.990  -4.223
H  3.466  3.563  -3.089
H  2.418  4.908  -3.463
H  4.000  3.285  -5.356
H  5.083  4.611  -6.885
H  4.166  5.866  -7.615
H  1.580  5.893  -5.266
H  2.499  6.902  -6.304
N  4.791  -2.387  4.007
C  3.809  -1.911  3.279
C  2.582  -1.472  3.862
C  1.595  -0.987  3.077
N  1.697  -0.859  1.706
C  2.869  -1.324  1.140
C  3.899  -1.824  1.856
H  4.724  -2.455  5.013
H  5.654  -2.711  3.590
H  2.428  -1.536  4.931
H  0.655  -0.687  3.504
H  2.932  -1.297  0.066
H  4.785  -2.171  1.340

Forces on atoms 1 to 2 (eV/Å):
0.005 -0.013 -0.036
-0.005 0.001 0.003

Calculated values
**Total charge**: +4
**2S+1**: 5
**Energy above the lowest of the compared OMol25 structures with the same formula, charge and spin**: 0.00 kcal per mole

(5)
Density functional theory data (the ωB97M-V functional and the def2-TZVPD basis) for 2 unconnected molecules or ions with the total composition C23H47N3O2.

Element x y z (Å)
C  -4.026  0.292  -2.504
C  -3.302  -1.050  -2.668
C  -3.276  -1.388  -4.162
C  -4.064  -2.149  -1.896
C  -3.330  -2.741  -0.696
C  -3.398  -1.741  0.475
C  -2.562  -2.091  1.712
C  -1.673  -0.972  2.309
C  -1.747  0.372  1.603
C  -3.035  1.137  1.862
N  -3.269  2.108  0.782
C  -1.937  -3.144  -1.143
C  -1.080  -2.013  -1.748
C  -0.281  -2.530  -2.959
C  -0.077  -1.496  -0.693
N  -1.929  -0.862  -2.139
O  -1.284  0.103  -2.664
H  -4.039  0.609  -1.460
H  -3.554  1.062  -3.105
H  -5.057  0.163  -2.827
H  -2.910  -2.398  -4.334
H  -2.647  -0.681  -4.697
H  -4.294  -1.335  -4.542
H  -4.296  -2.959  -2.589
H  -5.021  -1.750  -1.562
H  -3.875  -3.636  -0.392
H  -3.177  -0.753  0.078
H  -4.450  -1.712  0.765
H  -1.924  -2.942  1.480
H  -3.229  -2.454  2.493
H  -0.636  -1.307  2.307
H  -1.919  -0.820  3.362
H  -0.888  0.992  1.856
H  -1.695  0.220  0.520
H  -3.870  0.435  1.852
H  -2.999  1.613  2.845
H  -3.844  2.877  1.094
H  -2.386  2.492  0.473
H  -2.064  -3.927  -1.895
H  -1.365  -3.602  -0.339
H  -0.821  -2.426  -3.894
H  0.642  -1.965  -3.066
H  -0.029  -3.575  -2.795
H  0.055  -0.421  -0.788
H  -0.397  -1.728  0.320
H  0.897  -1.959  -0.833
C  5.832  2.518  0.967
C  4.998  1.211  0.978
C  4.290  0.967  -0.365
C  3.033  1.805  -0.598
C  2.085  1.663  0.589
C  2.749  2.044  1.911
N  3.989  1.224  2.085
O  3.736  0.057  2.551
C  3.031  3.557  1.926
C  1.808  1.773  3.074
C  5.968  0.062  1.218
H  5.401  3.308  1.571
H  6.824  2.337  1.381
H  5.961  2.902  -0.045
H  4.007  -0.089  -0.416
H  5.013  1.135  -1.165
H  3.289  2.853  -0.775
H  2.534  1.456  -1.505
H  1.203  2.294  0.448
H  1.726  0.630  0.638
H  3.583  3.838  2.824
H  2.080  4.090  1.937
H  3.580  3.912  1.058
H  1.449  0.746  3.092
H  0.940  2.427  2.985
H  2.289  1.983  4.030
H  6.412  0.127  2.211
H  6.765  0.130  0.477
H  5.489  -0.909  1.122

Forces on atoms 1 to 2 (eV/Å):
0.015 -0.162 0.160
-0.514 0.342 0.116

Calculated values
**2S+1**: 3
**Total energy**: -1219.17661 Ha

(6)
Density functional theory data (the ωB97M-V functional and the def2-TZVPD basis) for 3 unconnected molecules or ions with the total composition C23H47N3O7S.

Element x y z (Å)
C  1.956  -1.537  1.740
O  2.133  -0.131  1.464
C  0.861  0.518  1.218
N  0.658  0.876  -0.213
C  0.948  -0.241  -1.151
C  -0.620  1.514  -0.460
O  -0.732  2.747  -0.218
O  -1.787  0.852  -1.022
S  -2.716  0.090  0.157
C  -2.430  -1.759  0.232
O  -2.552  0.673  1.524
O  -4.159  0.240  -0.234
H  1.553  -2.069  0.806
H  2.985  -1.981  1.943
H  1.265  -1.767  2.613
H  0.017  -0.074  1.695
H  0.920  1.509  1.792
H  0.474  -1.238  -0.881
H  2.067  -0.409  -1.315
H  0.505  0.056  -2.168
H  -2.506  -2.137  1.308
H  -1.377  -1.923  -0.156
H  -3.146  -2.314  -0.456
C  5.483  -7.549  0.505
C  4.313  -6.802  -0.196
C  4.353  -7.013  -1.730
C  5.364  -6.147  -2.470
C  5.205  -4.684  -2.076
C  5.300  -4.482  -0.553
N  4.353  -5.362  0.201
O  3.111  -4.855  0.043
C  6.763  -4.736  -0.114
C  5.080  -2.986  -0.231
C  3.047  -7.545  0.307
H  6.157  -6.888  1.048
H  5.127  -8.245  1.267
H  6.085  -8.125  -0.205
H  3.364  -6.794  -2.150
H  4.549  -8.066  -1.957
H  6.381  -6.499  -2.277
H  5.208  -6.251  -3.549
H  5.971  -4.091  -2.584
H  4.241  -4.318  -2.448
H  6.869  -4.642  0.970
H  7.435  -4.009  -0.573
H  7.139  -5.716  -0.410
H  4.125  -2.610  -0.606
H  5.855  -2.369  -0.694
H  5.119  -2.806  0.847
H  2.901  -7.400  1.382
H  3.141  -8.619  0.126
H  2.140  -7.221  -0.208
C  -4.144  7.723  1.602
C  -4.935  7.351  0.315
C  -6.350  6.826  0.662
C  -6.400  5.375  1.125
C  -5.655  4.476  0.147
C  -4.207  4.943  -0.081
N  -4.128  6.383  -0.485
O  -4.535  6.470  -1.770
C  -3.397  4.686  1.214
C  -3.536  4.012  -1.117
C  -5.145  8.715  -0.395
H  -3.230  7.146  1.731
H  -3.801  8.760  1.587
H  -4.748  7.595  2.506
H  -6.993  6.909  -0.223
H  -6.809  7.462  1.427
H  -5.991  5.284  2.136
H  -7.444  5.053  1.192
H  -5.665  3.449  0.526
H  -6.201  4.454  -0.803
H  -2.368  5.040  1.110
H  -3.355  3.617  1.435
H  -3.833  5.155  2.097
H  -4.082  3.980  -2.063
H  -3.494  2.991  -0.750
H  -2.510  4.324  -1.324
H  -4.195  9.137  -0.734
H  -5.604  9.433  0.291
H  -5.812  8.638  -1.257

Forces on atoms 1 to 2 (eV/Å):
0.444 -1.134 -0.705
-1.878 -0.345 -0.311

Calculated values
**2S+1**: 3
**Total energy**: -1993.42018 Ha

Calculated values (eV/Å) of largest force on an atom for the records, taken in order: 9.508; 2.205; 2.159; 0.085; 0.895; 6.759.
Calculated values (g/mol) of M for the records, taken in order: 466.08; 588.44; 620.71; 752.49; 397.65; 509.71.